ORCA calculation (wB97M-V/def2-TZVPD) on a structure of composition C53H46CdIN4O2P2 at a distorted geometry.

Total charge = +1

```
109
C53H46CdIN4O2P2 (wB97M-V/def2-TZVPD)
Cd -1.344 0.470 -0.306
C -1.382 -2.148 1.200
N -2.451 -1.375 0.510
C -3.643 -1.262 1.421
C -2.647 0.976 2.649
C -2.404 1.665 3.840
C -1.937 2.971 3.876
C -1.722 3.625 2.660
C -1.925 2.884 1.486
N -2.351 1.600 1.468
C -2.830 -2.245 -0.640
C -1.947 -2.150 -1.851
C -1.801 -3.208 -2.724
C -1.307 -3.021 -3.992
C -0.809 -1.784 -4.325
C -0.898 -0.787 -3.400
N -1.439 -0.953 -2.183
C -0.531 -1.311 2.130
C -0.305 -1.767 3.394
C 0.460 -1.031 4.269
C 0.864 0.258 3.936
C 0.567 0.648 2.629
N -0.045 -0.145 1.716
H -1.811 -2.993 1.779
H -0.734 -2.505 0.387
H -3.649 -2.239 1.907
H -4.450 0.336 2.485
H -2.507 1.159 4.784
H -1.755 3.509 4.800
H -1.545 4.701 2.615
H -1.825 3.344 0.490
H -2.858 -3.294 -0.294
H -3.805 -1.907 -1.050
H -2.198 -4.157 -2.468
H -1.287 -3.850 -4.677
H -0.388 -1.587 -5.327
H -0.453 0.217 -3.520
H -0.733 -2.707 3.681
H 0.690 -1.405 5.223
H 1.310 0.920 4.624
H 0.948 1.608 2.286
O 0.118 2.115 -0.738
P 1.570 2.294 -1.031
C 2.602 1.014 -0.157
P 2.384 -0.729 -0.610
O 0.995 -0.964 -1.044
C 3.600 -0.980 -1.890
C 4.942 -0.650 -1.784
C 5.821 -0.910 -2.813
C 5.377 -1.565 -3.970
C 4.064 -1.948 -4.083
C 3.172 -1.642 -3.046
C 2.944 -1.894 0.641
C 3.126 -3.197 0.220
C 3.553 -4.166 1.108
C 3.812 -3.837 2.429
C 3.717 -2.529 2.848
C 3.335 -1.540 1.946
C 2.151 3.880 -0.387
C 1.664 4.336 0.834
C 2.141 5.539 1.399
C 3.013 6.349 0.631
C 3.437 5.894 -0.611
C 2.974 4.696 -1.131
C 1.925 2.326 -2.777
C 0.963 2.946 -3.617
C 1.187 3.058 -4.965
C 2.321 2.490 -5.562
C 3.300 2.019 -4.729
C 3.135 1.906 -3.356
H 2.366 1.110 0.908
H 3.653 1.296 -0.144
H 5.321 -0.204 -0.879
H 6.836 -0.635 -2.688
H 6.085 -1.825 -4.759
H 3.722 -2.496 -4.967
H 2.083 -1.905 -3.101
H 2.973 -3.486 -0.821
H 3.803 -5.198 0.798
H 4.137 -4.609 3.164
H 3.931 -2.302 3.868
H 3.248 -0.497 2.322
H 0.927 3.759 1.393
H 1.747 5.776 2.370
H 3.257 7.313 0.970
H 4.026 6.488 -1.184
H 3.323 4.400 -2.108
H 0.020 3.271 -3.178
H 0.361 3.422 -5.593
H 2.487 2.356 -6.637
H 4.256 1.673 -5.104
H 3.903 1.435 -2.727
I -4.374 0.934 -1.279
C -5.554 -0.512 -0.170
C -6.856 -0.620 -0.561
C -7.688 -1.512 0.181
C -7.250 -2.133 1.291
C -5.946 -1.890 1.782
C -5.585 -2.452 3.088
C -4.501 -2.130 3.925
C -3.578 -1.101 3.874
C -3.517 -0.244 2.630
C -5.012 -1.211 0.918
H -7.097 -0.189 -1.494
H -8.707 -1.742 -0.159
H -7.855 -2.829 1.886
H -6.265 -3.192 3.490
H -4.319 -2.741 4.809
H -2.831 -0.951 4.645
```

=====

ORCA calculation (wB97M-V/def2-TZVPD) on a structure of composition C53H46EuN5O3P2S2 at a distorted geometry.

Total charge = +1
Expectation value of S² = 15.760
Energy above the lowest of the compared OMol25 structures with the same formula, charge and spin = 0.000 eV
Spin multiplicity = 8

```
112
C53H46EuN5O3P2S2 (wB97M-V/def2-TZVPD)
Eu -1.686 -0.561 -0.362
O 0.758 -1.879 -0.343
S 1.268 -0.442 -0.333
C 2.647 -0.262 0.769
C 3.893 -0.161 0.244
C 5.056 0.177 0.965
C 4.950 0.208 2.293
C 5.974 0.240 3.380
C 5.175 0.500 4.632
C 3.700 0.218 4.255
C 2.663 0.040 5.096
C 1.430 -0.162 4.473
C 1.313 -0.312 3.082
P -0.373 -0.711 2.542
C -1.534 0.244 3.583
C -2.883 -0.157 3.825
C -3.715 0.616 4.640
C -3.247 1.815 5.136
C -2.013 2.226 4.825
C -1.118 1.486 4.071
C -0.612 -2.402 3.170
C -1.363 -2.667 4.376
C -1.621 -3.988 4.681
C -1.138 -5.068 3.924
C -0.422 -4.823 2.776
C -0.154 -3.495 2.376
C 2.478 -0.247 2.181
C 3.675 0.071 2.871
C 2.069 -0.135 -1.930
C 2.576 -1.263 -2.583
C 3.475 -1.143 -3.704
C 3.927 0.123 -4.025
C 5.012 0.575 -4.966
C 4.999 2.113 -4.744
C 3.844 2.406 -3.860
C 3.229 3.557 -3.537
C 1.963 3.484 -2.949
C 1.468 2.352 -2.362
P -0.329 2.042 -2.135
C -0.986 2.708 -3.680
C -1.275 4.039 -3.941
C -1.997 4.424 -5.041
C -2.424 3.505 -5.965
C -2.149 2.150 -5.796
C -1.358 1.789 -4.703
C -1.153 3.110 -0.863
C -0.650 3.158 0.446
C -1.388 3.700 1.459
C -2.631 4.290 1.207
C -3.157 4.217 -0.048
C -2.444 3.631 -1.090
C 2.257 1.159 -2.480
C 3.276 1.207 -3.389
H 4.076 -0.167 -0.850
H 5.990 0.245 0.368
H 6.833 0.928 3.155
H 6.428 -0.763 3.340
H 5.217 1.514 5.066
H 5.396 -0.177 5.456
H 2.722 0.089 6.165
H 0.526 -0.267 5.077
H -3.161 -1.176 3.452
H -4.766 0.364 4.825
H -3.905 2.320 5.793
H -1.622 3.081 5.307
H -0.103 1.824 3.903
H -1.597 -1.818 5.087
H -2.156 -4.189 5.588
H -1.477 -6.061 4.112
H 0.039 -5.610 2.252
H 0.287 -3.252 1.427
H 2.348 -2.233 -2.180
H 3.781 -2.085 -4.160
H 4.870 0.347 -6.057
H 5.970 0.130 -4.731
H 4.960 2.599 -5.712
H 5.915 2.441 -4.273
H 3.549 4.501 -3.979
H 1.328 4.369 -2.994
H -0.977 4.832 -3.262
H -2.312 5.477 -5.192
H -3.031 3.906 -6.825
H -2.489 1.426 -6.535
H -1.133 0.710 -4.568
H 0.333 2.765 0.647
H -0.915 3.694 2.446
H -3.169 4.753 2.047
H -4.161 4.566 -0.263
H -2.853 3.544 -2.089
N -3.940 0.389 -1.677
C -3.921 0.040 -3.108
C -3.080 -1.224 -3.372
O -3.373 -2.077 -4.188
O -2.041 -1.386 -2.603
H -4.877 0.240 -1.288
H -3.678 1.342 -1.494
H -3.488 0.861 -3.708
H -4.949 -0.039 -3.472
C -1.734 -6.577 -0.408
C -2.618 -5.603 0.252
N -3.532 -5.900 1.093
N -4.188 -4.700 1.301
C -3.595 -3.647 0.668
S -4.096 -2.087 0.950
N -2.610 -4.255 -0.004
N -1.768 -3.457 -0.775
H -1.901 -7.561 0.036
H -0.681 -6.280 -0.380
H -1.985 -6.632 -1.467
H -4.866 -4.573 2.022
H -2.225 -3.313 -1.666
H -0.854 -3.890 -1.001
```

=====

ORCA calculation (wB97M-V/def2-TZVPD) on a structure of composition C53H46FeIN4O5S2 at a distorted geometry.

Total charge = +2
Expectation value of S² = 8.787
Energy above the lowest of the compared OMol25 structures with the same formula, charge and spin = 0.000 eV
Spin multiplicity = 6

```
112
C53H46FeIN4O5S2 (wB97M-V/def2-TZVPD)
Fe 2.629 0.687 -0.366
C 4.289 -2.571 2.556
C 3.627 -1.387 3.156
N 3.227 -1.420 4.407
C 2.709 -0.306 4.945
C 2.622 0.953 4.294
C 2.064 2.135 5.048
O 1.009 2.699 4.277
C 3.013 1.040 2.987
C 3.063 2.335 2.294
N 3.204 2.441 1.039
C 3.333 3.705 0.413
C 2.813 4.881 0.940
C 2.931 6.078 0.253
C 3.584 6.122 -0.972
C 4.104 4.956 -1.520
C 3.955 3.768 -0.830
I 4.657 1.996 -1.718
C 3.454 -0.175 2.332
O 3.709 -0.239 1.113
H 4.216 -3.414 3.236
H 5.344 -2.340 2.378
H 3.852 -2.817 1.587
H 2.379 -0.403 5.975
H 2.857 2.870 5.224
H 1.708 1.797 6.022
H 0.529 3.329 4.826
H 3.041 3.219 2.929
H 2.277 4.852 1.882
H 2.509 6.981 0.675
H 3.681 7.056 -1.510
H 4.616 4.974 -2.473
C 0.379 -4.529 5.654
C 0.259 -3.364 4.709
C 0.709 -3.472 3.393
C 0.628 -2.403 2.515
C 0.065 -1.215 2.960
C -0.378 -1.069 4.266
C -0.277 -2.147 5.135
S -0.060 0.182 1.874
O 0.956 -0.126 0.793
C -1.714 -0.016 1.191
C -2.586 1.004 1.643
C -3.896 0.997 1.273
C -4.381 0.009 0.383
C -5.724 0.028 -0.070
C -6.164 -0.890 -0.975
C -5.280 -1.879 -1.469
C -3.991 -1.940 -1.033
C -3.503 -1.004 -0.082
C -2.150 -1.031 0.375
C -1.271 -2.167 -0.043
C -1.516 -3.476 0.470
C -2.481 -3.718 1.480
C -2.696 -4.982 1.944
C -1.964 -6.074 1.421
C -1.011 -5.866 0.469
C -0.749 -4.561 -0.018
C 0.281 -4.323 -0.967
C 0.537 -3.065 -1.416
C -0.273 -2.000 -0.965
S 0.012 -0.361 -1.599
O 1.529 -0.327 -1.862
C -0.720 -0.461 -3.210
C -0.045 -1.007 -4.293
C -0.656 -1.000 -5.537
C -1.931 -0.458 -5.713
C -2.583 -0.440 -7.069
C -2.577 0.102 -4.610
C -1.978 0.111 -3.361
H 0.192 -5.471 5.139
H -0.316 -4.441 6.488
H 1.390 -4.577 6.067
H 1.122 -4.415 3.048
H 1.002 -2.481 1.500
H -0.808 -0.126 4.597
H -0.618 -2.045 6.159
H -2.200 1.776 2.302
H -4.574 1.760 1.639
H -6.390 0.795 0.308
H -7.188 -0.863 -1.324
H -5.632 -2.589 -2.207
H -3.329 -2.702 -1.427
H -3.042 -2.887 1.892
H -3.435 -5.154 2.717
H -2.160 -7.074 1.785
H -0.433 -6.695 0.077
H 0.865 -5.162 -1.327
H 1.337 -2.867 -2.118
H 0.951 -1.414 -4.165
H -0.133 -1.420 -6.388
H -2.126 -1.163 -7.742
H -2.487 0.548 -7.525
H -3.648 -0.659 -6.994
H -3.563 0.538 -4.734
H -2.480 0.561 -2.508
N 1.128 2.354 -0.880
C 0.589 2.732 -1.834
N -0.033 3.065 -2.941
C 0.529 2.636 -4.240
C 1.167 3.834 -4.917
O 0.254 4.912 -5.004
C -0.176 5.359 -3.730
C -0.908 4.251 -2.998
H -0.288 2.237 -4.843
H 1.258 1.845 -4.066
H 1.456 3.583 -5.935
H 2.062 4.137 -4.357
H -0.841 6.202 -3.901
H 0.683 5.692 -3.134
H -1.809 3.974 -3.545
H -1.174 4.551 -1.987
```

=====

no.,electronic energy (Eh),M (g mol⁻¹)
1,-3564.7232,1072.24
2,-4736.0064,1079.03
3,-4999.7986,1065.86